Entry 1:
Computed, not measured: C34H45F3N5OSSi2Zr as an isolated structure, with ωB97M-V/def2-TZVPD.

Properties
Kohn-Sham gap   0.2855 Ha
LUMO   -2.827 eV
Energy   -81510.1612 eV
Charge   +1

Structure (XYZ):
```
92
Properties=species:S:1:pos:R:3:forces:R:3:mulliken_charge:R:1
Zr -0.312447 -0.153756 -0.198782 0.1298 0.5602 -0.3887 -2.13
O 0.342341 -3.501914 2.239278 -0.0133 -0.0180 0.0086 -0.72
C -0.188409 -2.606815 1.606539 -0.0048 0.0683 0.1438 -0.35
N 0.251179 -1.331901 1.491540 0.1926 -0.1165 0.0133 1.90
C 1.317689 -0.971388 2.398938 -0.0248 0.0309 0.0425 -1.66
C 1.515296 0.514220 2.359588 0.0128 0.0271 0.0150 0.52
C 2.344340 1.149906 3.272701 -0.0066 0.0013 0.0054 -1.06
C 2.487456 2.522321 3.214630 0.0036 -0.0022 0.0091 -0.72
C 1.793858 3.228751 2.241528 -0.0103 -0.0013 -0.0216 -1.24
C 0.995426 2.528998 1.363177 -0.0269 0.0035 0.0234 -0.87
N 0.854821 1.194845 1.413011 0.0150 -0.0122 -0.0133 1.65
C -1.526680 -2.817798 0.943575 0.0379 -0.0113 0.0870 0.60
C -2.183795 -4.024107 1.065803 -0.0989 0.0739 0.0183 -0.97
C -3.506408 -4.092612 0.651798 0.0231 -0.0447 0.0140 -0.63
C -4.115144 -2.946644 0.169180 -0.0063 0.0542 -0.0009 -1.56
C -3.363607 -1.789937 0.042296 -0.0028 -0.0106 -0.0469 -0.40
N -2.077264 -1.728755 0.383157 0.2426 -0.0947 -0.0727 0.98
H 1.059456 -1.271276 3.419745 0.0053 -0.0281 -0.0076 0.69
H 2.257761 -1.486051 2.173038 0.0096 0.0147 -0.0020 0.45
H 2.858961 0.562442 4.021460 0.0002 -0.0005 -0.0011 0.59
H 3.126364 3.037170 3.919895 -0.0017 0.0004 -0.0008 0.46
H 1.869101 4.303242 2.156649 0.0035 -0.0011 0.0029 0.57
H 0.458970 3.032782 0.571778 0.0037 0.0137 0.0084 0.62
H -1.662089 -4.854645 1.519136 -0.0005 0.0004 0.0080 0.59
H -4.065137 -5.014787 0.741308 0.0082 -0.0015 0.0006 0.46
H -5.160579 -2.935471 -0.105436 0.0024 -0.0063 -0.0018 0.55
H -3.810451 -0.878769 -0.324070 0.0088 -0.0106 0.0121 0.58
F 4.713901 3.656091 -2.378334 0.0385 0.0099 -0.0129 -0.32
C 3.452915 3.214573 -2.257327 0.0002 -0.0136 0.0258 0.57
F 2.927093 3.179438 -3.491214 -0.0286 -0.0068 -0.0556 -0.23
F 2.778559 4.142706 -1.559054 -0.0321 0.0271 0.0203 -0.20
C 3.407343 1.870330 -1.584397 0.0656 -0.1827 -0.0362 -0.47
C 4.571096 1.263983 -1.154138 0.0245 0.0025 0.0348 -0.55
C 4.514947 0.027710 -0.519143 0.0058 -0.0139 -0.0165 -1.61
C 3.276611 -0.539356 -0.311842 -0.0258 -0.0295 -0.0841 -0.48
N 2.146112 0.046070 -0.711982 -0.1617 -0.0947 0.1984 1.21
C 2.187165 1.209022 -1.373058 -0.1344 0.1802 -0.0797 1.02
S 0.617080 1.794350 -1.832144 0.1523 0.0717 0.4099 -0.78
H 5.522533 1.752504 -1.314084 -0.0101 0.0058 -0.0054 0.56
H 5.411480 -0.477010 -0.191037 0.0015 0.0070 0.0006 0.50
H 3.169498 -1.500184 0.176281 -0.0088 0.0017 0.0082 0.58
C -2.674814 2.798678 -2.686920 0.0029 -0.0022 -0.0108 -1.23
Si -3.195636 1.405703 -1.539032 0.0644 0.0778 0.0033 0.44
C -5.035040 1.642364 -1.255048 -0.0017 0.0248 -0.0189 -1.45
C -3.171526 -0.174441 -2.631086 -0.0367 0.0233 -0.0141 -0.35
C -2.040738 1.350300 -0.066628 -0.1411 -0.2033 0.0196 0.49
Si -2.703235 1.718229 1.666377 -0.1173 -0.0801 0.0104 0.26
C -2.465864 3.550618 1.997256 -0.0468 -0.0059 0.0293 -1.21
C -4.528365 1.354691 1.940798 0.0160 -0.0555 0.0146 -1.28
C -1.858842 0.790903 3.080889 0.0259 0.0343 -0.0010 -1.02
H -3.284972 2.793177 -3.594945 -0.0162 0.0135 0.0035 0.38
H -1.623765 2.748835 -2.979434 0.0041 -0.0043 -0.0172 0.27
H -2.822854 3.767990 -2.204370 0.0124 -0.0101 0.0085 0.34
H -5.517756 1.585097 -2.235623 -0.0163 0.0171 0.0065 0.36
H -5.265908 2.622109 -0.833678 0.0071 -0.0028 0.0106 0.33
H -5.495403 0.888523 -0.615445 0.0165 -0.0177 -0.0203 0.40
H -3.198801 0.171545 -3.668669 -0.0796 0.0379 0.0261 0.41
H -4.064929 -0.784379 -2.484600 0.0165 0.0127 -0.0140 0.52
H -2.302294 -0.819343 -2.469282 0.0073 0.0013 0.0797 -0.16
H -1.460834 2.263799 -0.266052 0.0155 0.0082 0.0337 0.37
H -3.034335 4.162028 1.292096 -0.0024 -0.0092 -0.0059 0.34
H -1.419598 3.855504 1.933119 0.0090 -0.0136 -0.0011 0.27
H -2.816345 3.791293 3.004398 0.0020 0.0290 -0.0112 0.38
H -5.197127 1.979958 1.353308 0.0094 0.0072 0.0060 0.36
H -4.732629 1.558548 2.995415 -0.0133 -0.0123 -0.0041 0.46
H -4.792193 0.308085 1.764839 0.0044 0.0015 -0.0148 0.31
H -0.957513 1.302773 3.425203 0.0105 -0.0151 -0.0116 0.27
H -1.591898 -0.240352 2.847360 -0.0338 -0.0053 -0.0127 0.05
H -2.555272 0.764504 3.922728 0.0145 0.0253 0.0116 0.60
C -0.856118 -2.148007 -5.652373 0.0120 0.0847 0.0363 -0.86
N -1.186147 -0.884685 -4.940205 0.1396 -0.0550 -0.1496 -0.14
C -1.743992 0.122913 -5.882378 0.0423 -0.0659 0.0523 -0.90
C -0.032163 -0.265198 -4.154112 -0.2206 -0.0711 -0.1279 -0.92
C 0.689103 -1.273303 -3.310216 0.0147 0.0089 0.0595 1.00
C 1.798707 -1.868722 -3.911653 0.0192 0.0044 -0.0141 -0.68
C 2.498963 -2.887825 -3.288204 0.0014 0.0261 -0.0193 -1.08
C 2.038717 -3.338718 -2.064598 -0.0843 -0.0245 -0.0001 -0.70
C 0.957351 -2.709193 -1.457830 -0.1004 -0.1784 -0.0037 -0.49
C 0.262220 -1.613445 -2.004022 0.0644 0.0557 -0.0978 1.63
H -1.739431 -2.472766 -6.197174 0.0077 -0.0218 -0.0031 0.44
H -0.552024 -2.896926 -4.928879 0.0061 -0.0146 -0.0001 0.27
H -0.041256 -1.950520 -6.344802 0.0074 -0.0217 -0.0135 0.39
H -1.903666 -1.092233 -4.240699 0.0106 -0.0201 -0.0350 0.49
H -1.009751 0.293993 -6.666155 -0.0116 0.0106 -0.0110 0.41
H -1.927358 1.048711 -5.344264 -0.0150 0.0310 0.0157 0.31
H -2.667377 -0.257035 -6.312085 -0.0101 0.0060 -0.0092 0.39
H -0.490624 0.529668 -3.571514 0.0226 -0.0986 -0.0654 -0.54
H 0.619486 0.184554 -4.904276 0.0127 0.0055 0.0118 0.79
H 2.130577 -1.514776 -4.882918 -0.0112 -0.0185 -0.0098 0.46
H 3.372321 -3.324079 -3.754694 -0.0119 -0.0066 -0.0071 0.44
H 2.529190 -4.163494 -1.561758 0.0029 0.0044 -0.0022 0.47
H 0.687173 -3.105881 -0.487911 -0.0201 0.0288 0.0250 0.16
```
Forces are in eV/Å.

Entry 2:
Computed, not measured: C34H45N3OPt as an isolated structure, with ωB97M-V/def2-TZVPD.

Properties
2S+1   3
Kohn-Sham gap (alpha / beta)   0.2581 / 0.2512 Ha
LUMO (alpha / beta)   0.388 / -0.599 eV
Energy   -45752.6141 eV

Structure (XYZ):
```
84
Properties=species:S:1:pos:R:3:forces:R:3:mulliken_charge:R:1
Pt 0.439413 -0.718617 0.380035 -0.0827 0.3989 -0.3479 3.09
N 4.304069 -1.120145 2.553796 -0.0266 -0.0199 -0.0833 -0.36
C 3.154001 -1.288304 1.862916 -0.0231 0.1408 -0.1733 0.26
O 2.989020 -0.744232 0.774612 0.0437 -0.1215 0.1623 -0.51
C 2.102997 -2.182723 2.476809 -0.1145 0.0870 -0.0615 -1.09
C 0.676171 -1.674320 2.235683 0.0713 0.0788 -0.0833 -1.71
H 5.001480 -0.503939 2.175232 0.0486 0.0393 -0.0468 0.26
H 4.441378 -1.520526 3.461170 -0.0278 -0.0387 0.0721 0.20
H 2.308756 -2.314059 3.541283 0.0339 -0.0819 0.0901 0.43
H 2.233571 -3.158194 2.000903 0.0325 -0.0401 -0.0244 0.40
H 0.387595 -0.990872 3.034079 -0.0127 0.0579 0.0241 0.56
H -0.018424 -2.514260 2.270969 -0.0811 -0.1158 0.0259 0.72
C -0.417664 -2.241879 -3.139337 -0.0549 -0.0890 0.1083 -1.31
C -0.512052 -3.364980 -2.094923 0.0284 0.1318 0.0458 0.40
C 0.758175 -3.463664 -1.239737 -0.1313 -0.0372 -0.0972 -1.19
C -1.746239 -3.344378 -1.195248 0.0362 0.0956 -0.1284 0.39
C -2.462453 -4.530869 -1.093178 -0.0313 -0.0436 0.0166 -1.10
C -3.574143 -4.641376 -0.271794 0.0466 0.0239 -0.0318 -1.35
C -3.948067 -3.556579 0.494867 -0.0095 -0.0665 0.0630 -0.82
C -3.259578 -2.342446 0.449382 0.0418 0.0589 0.1888 0.43
C -3.743670 -1.288733 1.457619 0.0463 0.1070 -0.1689 0.20
C -4.942553 -0.492144 0.931789 -0.0275 0.0487 0.0176 -1.32
C -2.698452 -0.356243 2.089844 -0.0424 -0.0625 -0.0404 -1.28
C -2.183175 -2.230819 -0.445681 -0.0099 -0.0975 -0.1537 0.03
N -1.514464 -0.973340 -0.591272 0.2731 -0.2655 0.5287 0.23
C -2.180832 -0.008546 -1.102390 -0.2325 0.0367 -0.2390 -0.30
C -1.810567 1.368839 -1.247391 -0.0103 0.0424 0.1186 0.38
C -2.828083 2.196051 -1.770449 -0.0780 -0.1177 -0.0196 -1.02
C -2.672873 3.542733 -1.937698 0.0447 0.1793 -0.0126 -1.12
C -1.440692 4.113094 -1.578400 -0.0274 -0.0569 0.0264 -0.68
C -0.422790 3.344907 -1.077199 0.0011 -0.0919 0.0918 -1.19
C -0.555328 1.937629 -0.885508 0.1858 -0.0039 -0.0811 0.89
N 0.494182 1.178775 -0.477260 0.1291 -0.0908 0.3185 0.60
C 1.740404 1.825133 -0.175466 -0.1123 0.1344 -0.0906 -0.49
C 2.728732 1.949114 -1.169517 0.0530 -0.0552 -0.0892 0.82
C 3.936150 2.552436 -0.823074 0.0335 -0.0193 0.0116 -1.10
C 4.183886 3.017112 0.457858 -0.0058 -0.0014 0.0031 -1.54
C 3.207331 2.873475 1.427436 -0.0380 0.0749 -0.0108 -0.30
C 1.979622 2.287388 1.132885 -0.0823 -0.0227 0.0291 0.60
C 0.948333 2.147673 2.246754 0.1456 0.2014 0.0600 2.30
C 1.563078 1.563341 3.521337 0.0524 -0.0585 -0.0013 -1.63
C 0.258136 3.480505 2.567448 0.1113 -0.0301 -0.0042 -1.69
C 2.628771 1.423378 -2.603990 -0.1526 -0.1019 0.1098 0.44
C 1.377145 1.826075 -3.393269 0.0198 -0.0170 0.0578 -1.56
C 2.849487 -0.098041 -2.670500 0.0871 0.1714 0.0147 -1.18
H 0.344411 -2.497446 -3.880359 -0.0413 0.0004 0.0402 0.46
H -0.135220 -1.290214 -2.693677 0.0087 0.0397 0.0132 -0.08
H -1.370305 -2.111233 -3.661326 0.0686 0.0011 0.0350 0.35
H -0.585714 -4.296817 -2.657419 -0.0483 -0.0676 -0.0436 0.76
H 0.772713 -2.623147 -0.530459 0.2525 -0.2395 -0.0775 -0.09
H 1.662821 -3.407219 -1.850819 -0.0584 0.0009 0.0362 0.40
H 0.773214 -4.387325 -0.656606 -0.0118 0.0252 -0.0370 0.36
H -2.137330 -5.388797 -1.675128 -0.0270 0.0900 0.0333 0.41
H -4.124901 -5.573704 -0.216159 0.0334 0.0691 0.0075 0.38
H -4.787178 -3.649346 1.178686 0.0529 0.0181 -0.0432 0.47
H -4.128648 -1.890568 2.279576 -0.0315 -0.1171 0.0913 0.74
H -4.655497 0.164785 0.107704 -0.0107 -0.0019 0.0394 0.20
H -5.352465 0.137368 1.728161 0.0323 -0.0478 -0.0717 0.41
H -5.735274 -1.155833 0.578863 0.0353 0.0329 -0.0025 0.38
H -2.558656 0.565061 1.520093 0.0428 -0.0458 -0.0481 0.19
H -1.727900 -0.840090 2.193019 -0.0745 0.0223 0.0040 -0.31
H -3.038862 -0.069531 3.089343 -0.0191 0.0146 -0.0886 0.53
H -3.176514 -0.250485 -1.481125 -0.0263 0.0258 -0.0063 0.60
H -3.768872 1.727952 -2.046007 0.0484 0.0073 0.0345 0.43
H -3.474971 4.152195 -2.334720 0.0563 -0.0374 0.0182 0.40
H -1.286331 5.179271 -1.702627 0.0152 -0.0395 0.0073 0.43
H 0.526280 3.801283 -0.832242 -0.0144 0.0359 0.0226 0.68
H 4.705705 2.648781 -1.583311 -0.0524 0.0046 0.0356 0.36
H 5.130822 3.490055 0.698223 -0.0713 -0.0462 -0.0290 0.37
H 3.396453 3.242735 2.430441 -0.0254 -0.0481 -0.0454 0.34
H 0.190660 1.447256 1.914326 -0.1791 -0.1028 -0.1002 -1.41
H 2.222417 2.280081 4.018604 -0.0145 -0.0349 -0.0247 0.47
H 2.143871 0.662772 3.302347 -0.0584 0.1161 0.0498 0.14
H 0.772420 1.299767 4.229409 0.0423 0.0161 -0.0217 0.39
H 1.000433 4.236645 2.844738 -0.0662 -0.0378 -0.0006 0.30
H -0.433804 3.359105 3.406718 0.0454 0.0031 -0.0584 0.45
H -0.306721 3.856044 1.714953 0.0035 0.0120 -0.0490 0.36
H 3.472243 1.886180 -3.117774 0.0572 0.0433 -0.0725 0.56
H 0.514937 1.211569 -3.128155 0.0309 0.0443 -0.0041 0.20
H 1.566370 1.685872 -4.460905 -0.0016 -0.0092 0.0410 0.52
H 1.113622 2.874108 -3.230949 0.0225 -0.0965 -0.0390 0.29
H 2.192092 -0.613612 -1.975540 -0.1372 -0.0788 0.0742 -0.08
H 3.876490 -0.357867 -2.400197 -0.0803 0.0199 0.0081 0.37
H 2.647373 -0.469105 -3.681108 0.0502 0.0457 0.0763 0.45
```
Forces are in eV/Å.

Which of these has the highest energy? C34H45N3OPt

Look up the energy of the first one. -81510.1612 eV

Among the records above, which one has the lowest energy? C34H45F3N5OSSi2Zr